[1]
{"formula": "C24H38N2O5Re", "method": "wB97M-V/def2-TZVPD", "e_homo_ev": [-15.50, -15.44], "e_lumo_ev": [-8.62, -8.13], "spin_multiplicity": 2, "s_squared": 0.763, "charge": 2, "gap_ev": [6.883, 7.313], "species": ["Re", "C", "C", "C", "C", "C", "C", "C", "C", "C", "C", "C", "C", "C", "C", "C", "C", "C", "H", "H", "H", "H", "H", "H", "H", "H", "H", "H", "H", "H", "H", "H", "H", "H", "H", "H", "H", "H", "H", "H", "H", "H", "H", "H", "H", "H", "H", "O", "C", "O", "C", "O", "C", "C", "O", "O", "H", "H", "H", "H", "H", "N", "C", "C", "N", "C", "H", "H", "H", "H"], "xyz": [[-0.65574, -0.41673, -0.45717], [0.76496, 1.43237, -0.45197], [0.19236, 1.37937, 0.87133], [0.71736, 0.13177, 1.48923], [1.57886, -0.45983, 0.51433], [1.70486, 0.36827, -0.63817], [2.75796, 0.25227, -1.70177], [3.02946, 1.62217, -2.33497], [4.04386, -0.29483, -1.06137], [2.28706, -0.72093, -2.79297], [0.60926, -0.47263, 2.87223], [1.49096, 0.30957, 3.86663], [1.15546, -1.90893, 2.88433], [-0.84524, -0.53743, 3.34733], [-0.58574, 2.57457, 1.41363], [-2.09794, 2.28397, 1.42323], [-0.14294, 2.96687, 2.82773], [-0.35354, 3.80467, 0.51913], [0.72346, 2.29817, -1.09107], [2.21206, -1.30743, 0.69643], [3.25606, 2.36157, -1.57117], [2.18316, 1.96387, -2.92707], [3.88756, 1.55257, -2.99767], [4.28966, 0.25507, -0.15637], [4.86796, -0.18303, -1.75927], [3.95216, -1.35083, -0.82347], [1.38966, -0.34353, -3.28157], [2.08216, -1.69903, -2.36477], [3.07116, -0.82113, -3.53777], [2.47016, 0.51187, 3.44373], [1.62366, -0.30473, 4.75313], [1.04796, 1.24167, 4.18153], [2.23026, -1.94213, 2.73503], [0.66426, -2.53013, 2.14293], [0.95226, -2.34093, 3.85883], [-1.28924, 0.44257, 3.46643], [-0.88334, -1.03573, 4.31143], [-1.44514, -1.11463, 2.64253], [-2.32904, 1.29397, 1.80313], [-2.49874, 2.37297, 0.41813], [-2.59914, 3.01697, 2.04883], [-0.51154, 2.26627, 3.56643], [-0.56064, 3.93947, 3.07103], [0.93796, 3.05057, 2.88713], [-0.79594, 3.68457, -0.46657], [0.70436, 4.02937, 0.42003], [-0.81944, 4.66967, 0.98053], [-1.26294, -2.67903, -4.43057], [-0.82904, -2.30283, -3.26837], [-0.94094, -1.16693, -2.83057], [-0.13594, -3.41333, -2.51307], [0.18686, -3.01123, -1.19487], [-0.38134, -3.80973, -0.18237], [-1.75264, -3.21753, 0.30113], [-2.62974, -3.94063, 0.67273], [-1.79204, -1.93153, 0.23783], [-1.69354, -1.98073, -4.95777], [-0.77034, -4.30683, -2.54047], [0.79526, -3.65503, -3.04237], [-0.54174, -4.84043, -0.50097], [0.31396, -3.79733, 0.66103], [-3.88124, 1.53847, -2.36737], [-4.63594, 0.70517, -1.59797], [-3.76084, -0.03593, -0.86107], [-2.48764, 0.34377, -1.18427], [-2.59574, 1.29877, -2.10007], [-4.23954, 2.23467, -3.00587], [-5.70534, 0.69167, -1.62367], [-3.95814, -0.80673, -0.13927], [-1.76624, 1.79057, -2.57327]]}


[2]
{"formula": "C24H38N4O4PReS", "method": "wB97M-V/def2-TZVPD", "e_homo_ev": [-11.23, -11.10], "e_lumo_ev": [-3.51, -3.60], "spin_multiplicity": 2, "s_squared": 0.756, "charge": 1, "gap_ev": [7.722, 7.502], "species": ["Re", "C", "C", "C", "C", "C", "C", "C", "S", "O", "O", "N", "C", "C", "C", "C", "C", "N", "H", "H", "H", "H", "H", "H", "H", "H", "H", "H", "H", "O", "N", "O", "C", "C", "C", "C", "P", "N", "C", "C", "C", "C", "C", "C", "C", "C", "H", "H", "H", "H", "H", "H", "H", "H", "H", "H", "H", "H", "H", "H", "H", "H", "H", "H", "H", "H", "H", "H", "H", "H", "H", "H", "H"], "xyz": [[-1.19463, -1.69920, 1.29772], [5.94614, 1.46060, -0.45811], [4.92648, 0.42210, -0.08510], [4.42794, -0.45751, -1.04297], [3.50525, -1.43615, -0.70760], [3.07250, -1.53314, 0.60683], [3.56052, -0.67528, 1.58218], [4.47908, 0.29772, 1.22996], [1.91251, -2.78768, 1.02746], [1.27962, -3.21832, -0.18437], [2.52435, -3.73866, 1.90845], [0.78070, -1.92098, 1.88607], [0.46739, -2.16243, 3.22305], [1.20112, -2.66945, 4.29432], [0.55928, -2.70202, 5.51362], [-0.76732, -2.27363, 5.66059], [-1.44248, -1.83129, 4.55588], [-0.82112, -1.78401, 3.36168], [5.69062, 1.94166, -1.40222], [6.92917, 1.00272, -0.58177], [6.03187, 2.22779, 0.30956], [4.77283, -0.37933, -2.06721], [3.12059, -2.11757, -1.45448], [3.22350, -0.75769, 2.60849], [4.85934, 0.97118, 1.98820], [2.21071, -3.01911, 4.15604], [1.09364, -3.07187, 6.37910], [-1.26036, -2.30447, 6.62043], [-2.47616, -1.51556, 4.56925], [-3.07001, -2.39859, 1.54600], [-3.35477, -3.31771, 0.62279], [-2.40458, -3.60484, -0.04862], [0.96718, 1.34679, 0.27341], [-0.31594, 1.98156, -0.28931], [0.05492, 3.05704, -1.32266], [-1.00879, 2.65516, 0.90560], [-1.43980, 0.69268, -1.02695], [-1.41166, -0.61737, -0.02112], [-0.82262, -0.00305, -2.63763], [-1.06580, 0.95657, -3.80904], [0.67989, -0.30881, -2.51534], [-1.50541, -1.35313, -2.92984], [-3.22524, 1.20541, -1.10710], [-3.98597, 0.14028, -1.91699], [-3.41371, 2.56732, -1.78923], [-3.85574, 1.22942, 0.30260], [1.54965, 2.15702, 0.71759], [1.59611, 0.86236, -0.46638], [0.75498, 0.62776, 1.06457], [0.60663, 3.84028, -0.79897], [-0.81237, 3.52605, -1.78453], [0.70146, 2.67341, -2.10889], [-0.26374, 3.28368, 1.39615], [-1.36470, 1.93166, 1.64031], [-1.83355, 3.29835, 0.61392], [-0.65557, 1.95275, -3.64853], [-2.12319, 1.05167, -4.05161], [-0.56955, 0.53791, -4.68645], [1.30068, 0.57958, -2.43035], [0.97470, -0.82457, -3.43078], [0.88841, -0.98203, -1.68265], [-2.56770, -1.26958, -3.14151], [-1.35956, -2.06947, -2.12307], [-1.02545, -1.75840, -3.82221], [-3.70903, 0.13553, -2.96922], [-5.04649, 0.38715, -1.86015], [-3.85757, -0.86310, -1.50843], [-2.98731, 2.60215, -2.79106], [-3.00545, 3.38995, -1.20635], [-4.48687, 2.74260, -1.88692], [-3.53943, 0.39194, 0.92384], [-4.93552, 1.14148, 0.17866], [-3.66463, 2.15673, 0.83139]]}


[3]
{"formula": "C24H38PPt", "method": "wB97M-V/def2-TZVPD", "e_homo_ev": [-9.26, -11.25], "e_lumo_ev": [-1.96, -5.64], "spin_multiplicity": 5, "s_squared": 6.064, "charge": 1, "gap_ev": [7.299, 5.610], "species": ["C", "C", "C", "C", "C", "Pt", "C", "C", "H", "C", "H", "H", "C", "H", "H", "H", "C", "H", "H", "H", "C", "H", "H", "H", "C", "H", "H", "H", "C", "H", "H", "H", "C", "H", "H", "H", "C", "H", "H", "H", "C", "C", "C", "C", "H", "C", "H", "C", "H", "H", "H", "C", "P", "C", "C", "H", "H", "H", "H", "H", "H", "H", "H", "H"], "xyz": [[0.82054, 1.82241, -1.14137], [-0.00543, 1.03526, -2.04808], [0.64088, -0.17127, -2.34195], [1.90869, -0.20621, -1.73199], [2.08736, 0.98348, -0.93250], [0.83998, 0.99133, 0.76750], [1.17525, -2.69330, 2.17358], [1.20724, -1.39863, 2.61397], [0.42635, -0.95166, 3.28156], [2.03023, -0.23459, 1.96435], [2.88574, -0.67669, 1.42480], [2.42877, 0.48139, 2.73443], [-0.17565, -3.41662, 2.48587], [-1.08456, -2.81794, 2.74312], [-0.55401, -4.07148, 1.67466], [0.00567, -4.06723, 3.36236], [1.41912, -2.83105, 0.61567], [1.18840, -1.93662, -0.05038], [2.49741, -3.04276, 0.40549], [0.82969, -3.61953, 0.10464], [-1.24178, 1.53118, -2.67972], [-1.66385, 2.37285, -2.11145], [-1.05943, 1.87987, -3.71494], [-2.01391, 0.75276, -2.71932], [0.12639, -1.20021, -3.29222], [-0.96236, -1.28724, -3.21960], [0.37493, -0.95640, -4.33871], [0.55547, -2.18297, -3.06855], [3.01084, -1.14503, -2.02839], [2.63400, -2.09144, -2.43127], [3.70988, -0.72878, -2.77431], [3.59282, -1.36155, -1.12194], [3.39963, 1.59493, -0.60476], [4.05963, 0.84520, -0.15050], [3.87756, 1.98002, -1.51469], [3.26813, 2.41373, 0.11103], [0.85755, 3.30621, -1.11702], [1.46603, 3.65730, -0.27788], [1.28672, 3.68048, -2.05390], [-0.15564, 3.70874, -1.01031], [-2.88456, -0.30745, -0.52888], [-2.09180, -1.59565, -0.45318], [-3.96501, -0.42188, -1.33823], [-2.34078, -2.76845, -1.11566], [-1.28512, -2.07290, 0.08558], [-4.18976, -1.65932, -2.14295], [-4.72272, 0.35687, -1.51685], [-3.42094, -2.78807, -2.00728], [-1.69901, -3.56456, -0.82949], [-4.97246, -1.79206, -2.91343], [-3.48094, -3.79021, -2.53291], [-1.12204, 3.52250, 1.70643], [-0.42456, 1.95235, 2.32892], [0.59901, 2.35082, 3.79444], [-1.86278, 1.08829, 3.01979], [-0.32405, 4.16857, 1.31979], [-1.66517, 4.05385, 2.50007], [-1.81860, 3.29798, 0.88554], [-0.00610, 2.85663, 4.55937], [1.00663, 1.41939, 4.20962], [1.43442, 3.00041, 3.49715], [-2.38936, 1.75694, 3.72256], [-2.53727, 0.79518, 2.20135], [-1.53132, 0.19284, 3.56101]]}


Here are the calculated E_tot numbers, same order: -40837.0576; -61901.4083; -38025.3788 (eV).
Here are the calculated energy above the lowest of the compared OMol25 structures with the same formula, charge and spin numbers, same order: 48.3; 8.4; 70.6 (kcal per mole).